[1]
Molecular formula: C5H8IP
Method: DFT, ωB97M-V with the def2-TZVPD basis set

XYZ file:
```
15
Properties=species:S:1:pos:R:3:forces:R:3
I 3.526 0.570 0.005 -0.3 0.4 0.0
P 2.001 -1.213 0.570 -2.9 -0.5 0.1
C -0.150 -0.226 -0.953 0.4 0.1 0.4
C -0.196 -0.387 1.468 4.1 1.0 -0.6
C -1.488 1.468 0.156 0.1 -1.3 -2.0
C -0.623 0.221 0.228 0.2 0.1 -1.6
C 0.909 -1.353 -1.031 -0.2 -0.1 0.4
H -2.469 1.227 0.523 -0.5 0.4 0.5
H 1.574 -1.308 -1.967 -1.2 -0.3 1.4
H -1.575 1.653 -0.952 -0.3 0.2 1.2
H -0.489 0.423 -1.770 0.5 -1.0 -0.4
H -0.550 -1.311 1.807 -0.7 -1.3 0.5
H 0.379 -2.392 -0.889 1.1 1.7 -0.5
H -1.035 2.333 0.577 0.2 0.6 0.8
H 0.187 0.295 2.228 -0.5 -0.2 0.1
```
Forces are in eV/Å.

The orbital gap comes out at 7.577 eV. As for the energy above the lowest of the compared OMol25 structures with the same formula, charge and spin: 34.9 kcal per mole.

=====

[2]
Molecular formula: C10H20O2Si
Method: DFT, ωB97M-V with the def2-TZVPD basis set

XYZ file:
```
33
Properties=species:S:1:pos:R:3:forces:R:3
Si 1.459 0.392 0.407 2.7 -1.5 0.4
O -0.943 0.420 1.489 -1.2 -0.1 -2.6
O -1.717 -2.139 0.792 0.1 -2.0 2.5
C -1.840 -1.155 -0.014 -1.5 1.7 -3.5
C -1.454 0.204 0.331 -1.1 -1.0 3.4
C 1.224 2.195 1.035 1.0 -1.1 0.2
C -3.588 1.305 -0.322 0.5 0.4 -0.7
C 0.212 -0.496 -2.198 -2.3 -1.2 1.8
C 3.301 0.111 -0.495 -1.4 1.3 1.2
C -2.083 1.296 -0.513 2.1 -0.4 -0.3
C -1.373 -3.482 0.427 0.9 -0.5 -0.9
C 1.570 -0.970 1.813 0.2 2.2 -1.3
C 0.408 -0.261 -0.922 0.9 0.6 -1.4
H 1.826 -1.909 1.419 0.2 -1.3 -1.0
H 0.609 -1.000 2.256 -0.6 -0.1 1.0
H -3.932 2.033 -1.061 -0.5 0.3 0.5
H 3.870 -0.553 0.158 0.0 0.0 -0.1
H -4.039 0.349 -0.636 0.1 0.3 0.7
H -2.162 -4.273 0.322 -0.1 1.4 0.3
H 0.416 2.720 0.541 0.2 0.2 -0.2
H 2.218 2.698 0.985 -0.9 -0.1 -0.2
H -1.710 1.116 -1.549 -0.8 0.3 0.5
H 0.960 -0.302 -2.891 1.2 0.3 -1.5
H -0.659 -3.870 1.187 -0.4 0.5 -0.5
H -0.873 -3.392 -0.550 0.1 -0.4 0.3
H -3.748 1.620 0.723 -0.6 -0.4 -0.6
H 3.232 -0.327 -1.509 0.2 0.6 0.5
H 0.963 2.096 2.094 0.0 0.1 -0.2
H 3.750 1.134 -0.408 0.0 -0.9 -0.7
H -1.589 2.228 -0.177 -0.6 -0.3 -0.2
H 2.399 -0.730 2.457 0.1 0.4 0.7
H -2.130 -1.314 -1.117 0.3 -0.2 1.8
H -0.758 -1.007 -2.547 1.4 0.8 0.2
```
Forces are in eV/Å.

The spin multiplicity is 3. The orbital gap (spin up / spin down) comes out at 7.239 / 7.923 eV. As for the energy above the lowest of the compared OMol25 structures with the same formula, charge and spin: 34.4 kcal per mole.

=====

[3]
Molecular formula: C18H27FeI2N4PSe4
Method: DFT, ωB97M-V with the def2-TZVPD basis set

XYZ file:
```
57
Properties=species:S:1:pos:R:3:forces:R:3
I 2.306 -0.135 2.063 0.0 -0.2 0.1
I 1.440 4.002 1.500 0.0 0.0 0.0
Se -1.830 -4.267 -2.875 0.0 0.0 0.0
Se -0.898 -2.844 0.370 -0.1 0.1 0.1
Se -2.509 -2.183 -3.134 0.0 0.1 -0.1
Se -0.083 -4.237 -1.273 0.0 -0.2 -0.1
Fe 0.273 -0.712 0.409 0.2 -0.5 -1.0
P -1.430 -0.006 1.868 0.4 -0.5 0.2
N 1.782 -1.652 -1.032 -0.2 0.6 0.6
N 2.302 1.491 -1.112 0.1 -0.2 -0.2
N 0.102 0.754 -1.156 -0.1 0.3 0.2
N 5.755 -3.324 -4.204 0.0 0.0 0.0
C -0.934 -0.713 3.489 -0.1 0.0 0.1
C 0.798 2.447 -2.706 0.0 0.0 0.0
C 2.742 -1.851 -3.206 0.0 -0.1 0.0
C 3.861 -2.789 -1.304 -0.1 0.0 0.0
C -1.141 0.870 -1.664 0.0 0.0 -0.1
C -1.698 1.754 2.274 0.1 0.1 -0.1
C -1.482 1.729 -2.677 0.0 -0.1 0.0
C -2.032 2.654 1.088 0.0 0.0 0.0
C 1.745 -1.434 -2.345 -0.1 -0.1 -0.1
C -3.109 -0.734 1.698 -0.1 0.1 -0.1
C 3.011 2.838 2.143 0.2 0.7 0.0
C 4.901 -2.973 -3.521 0.0 0.0 0.0
C -0.472 2.535 -3.209 0.0 0.0 0.0
C -1.945 -0.623 4.630 0.0 0.0 0.0
C 3.828 -2.532 -2.669 0.0 0.0 0.0
C 2.811 -2.333 -0.527 0.0 -0.2 -0.1
C -3.811 -0.581 0.353 0.0 0.0 0.0
C 1.068 1.544 -1.658 -0.1 0.2 0.1
H -2.496 1.763 -3.044 0.0 0.0 0.0
H 2.523 0.777 -0.430 0.0 0.1 0.1
H -2.878 -1.135 4.397 0.0 0.0 0.0
H -0.004 -0.211 3.758 0.0 0.0 0.0
H -0.660 -1.754 3.295 0.0 0.0 0.0
H 1.598 3.069 -3.084 0.0 0.0 0.0
H 3.851 2.842 1.464 0.0 -0.2 0.0
H -2.480 1.809 3.035 0.0 0.0 0.0
H 3.212 2.927 3.200 0.0 -0.2 0.0
H 4.683 -3.328 -0.857 0.0 0.0 0.0
H 2.784 -2.522 0.537 0.0 0.1 0.0
H -3.232 -1.059 -0.437 0.0 0.0 0.0
H -0.765 2.090 2.734 0.0 0.0 0.0
H -2.084 3.696 1.407 0.0 0.0 0.0
H -0.689 3.229 -4.010 0.0 0.0 0.0
H -1.533 -1.092 5.524 0.0 0.0 0.0
H -3.989 0.462 0.091 0.0 0.0 0.0
H 3.067 1.919 -1.603 0.0 0.1 0.0
H -3.719 -0.311 2.500 0.0 0.0 0.0
H -2.988 -1.799 1.911 0.0 0.0 0.1
H -2.993 2.399 0.640 0.0 0.0 0.0
H 0.870 -0.925 -2.726 0.0 0.0 0.0
H -1.875 0.209 -1.230 0.0 0.0 0.0
H 2.673 -1.659 -4.266 0.0 0.0 0.0
H -4.779 -1.084 0.380 0.0 0.0 0.0
H -1.268 2.582 0.316 0.0 0.0 0.0
H -2.179 0.411 4.884 0.0 0.0 0.0
```
Forces are in eV/Å.

The spin multiplicity is 5. The orbital gap (spin up / spin down) comes out at 6.685 / 6.072 eV.

=====

| no. | DFT total energy (eV) |
| --- | --- |
| 1 | -22701.986 |
| 2 | -22661.084 |
| 3 | -346328.045 |